Below is a molecular structure, C25H36F6N10OSbTcTe, with properties calculated with ωB97M-V with the def2-TZVPD basis set.

<S²>: 2.0447
total charge: 0
spin multiplicity: 3
gap between HOMO and LUMO (alpha / beta): 6.02 / 6.68 eV
ΔE to the lowest compared entry with this formula, charge and spin: 40.7 kcal per mole
DFT total energy: -2785.27203 Eh

Positions of all 81 atoms, in Å:
Tc (-0.37, -0.16, 0.09)
C (-1.48, -1.97, -2.65)
N (-1.50, -2.03, -1.17)
C (-2.91, -2.07, -0.72)
C (-0.82, -3.30, -0.81)
C (0.49, -3.07, -0.16)
C (1.32, -4.17, 0.11)
C (2.52, -4.00, 0.77)
C (2.91, -2.74, 1.20)
C (2.10, -1.65, 0.94)
C (0.89, -1.82, 0.26)
H (-2.04, -2.82, -3.05)
H (-0.45, -2.04, -3.00)
H (-1.93, -1.06, -3.01)
H (-3.40, -2.97, -1.08)
H (-3.44, -1.20, -1.10)
H (-2.96, -2.05, 0.37)
H (-0.68, -3.91, -1.70)
H (-1.46, -3.88, -0.14)
H (0.99, -5.16, -0.19)
H (3.16, -4.86, 0.96)
H (3.84, -2.59, 1.73)
H (2.41, -0.66, 1.29)
N (-0.35, 3.64, -1.52)
C (0.57, 3.79, -0.50)
N (0.95, 5.00, -0.04)
N (1.87, 4.73, 0.86)
N (1.98, 3.41, 0.92)
N (1.17, 2.79, 0.06)
C (-1.18, 2.57, -1.70)
N (-2.30, 2.69, -2.37)
N (-2.89, 1.48, -2.33)
N (-2.16, 0.66, -1.68)
N (-1.03, 1.30, -1.27)
H (-0.74, 4.50, -1.88)
F (0.79, 0.67, 1.26)
Sb (3.61, 2.49, 1.87)
F (3.32, 1.03, 0.70)
F (2.51, 1.66, 3.15)
F (5.11, 1.60, 2.57)
F (3.77, 3.98, 2.98)
F (4.67, 3.26, 0.53)
C (-1.46, 2.97, 2.47)
C (-2.84, 2.30, 2.33)
C (-3.31, 2.24, 0.88)
C (-2.87, 0.98, 3.08)
C (-3.68, 0.99, 4.21)
C (-3.72, -0.05, 5.12)
C (-2.85, -1.11, 4.93)
C (-2.02, -1.19, 3.82)
C (-1.02, -2.32, 3.82)
C (0.41, -1.78, 3.77)
C (-1.32, -3.35, 2.74)
C (-2.11, -0.19, 2.82)
O (-1.48, -0.39, 1.59)
H (-1.48, 3.97, 2.05)
H (-0.68, 2.40, 1.96)
H (-1.18, 3.04, 3.52)
H (-3.55, 2.94, 2.85)
H (-2.65, 1.64, 0.28)
H (-3.32, 3.25, 0.45)
H (-4.31, 1.82, 0.80)
H (-4.29, 1.87, 4.38)
H (-4.38, -0.01, 5.97)
H (-2.79, -1.90, 5.67)
H (-1.14, -2.83, 4.78)
H (0.57, -1.16, 2.89)
H (1.13, -2.61, 3.74)
H (0.62, -1.17, 4.65)
H (-1.26, -2.87, 1.77)
H (-2.32, -3.77, 2.86)
H (-0.59, -4.17, 2.76)
C (3.11, -1.13, -1.90)
Te (1.77, 0.49, -1.66)
C (0.98, 0.14, -3.60)
H (2.60, -2.08, -1.77)
H (3.90, -1.02, -1.16)
H (3.52, -1.04, -2.90)
H (1.63, 0.66, -4.30)
H (-0.03, 0.54, -3.68)
H (0.98, -0.92, -3.83)